Here is a single C26H32N2O2 molecule from the Open Molecules 2025 dataset. Energies are from wB97M-V/def2-TZVPD.

Summary:
**Multiplicity**: 1
**Energy relative to the best compared isomer or geometry (same formula, charge and spin)**: 48.6 kcal per mole
**Structure (SMILES)**: CCCCN(C)C[C@@H](O)Cn1cc(/C=C/C(=O)c2ccc(C)cc2)c2ccccc21
**Maximum force**: 0.8 eV/Å
**E_HOMO**: -0.288 hartree
**Gap between HOMO and LUMO**: 0.2907 Eh

```
62
Properties=species:S:1:pos:R:3:forces:R:3:nbo_charge:R:1
C -5.34418 -4.97422 -0.05600 0.244 0.069 0.066 -0.60
C -4.33004 -3.89539 0.30287 -0.312 0.075 -0.014 -0.39
C -4.96107 -2.50531 0.30743 0.489 -0.091 0.126 -0.40
C -3.94125 -1.42653 0.67168 -0.317 -0.167 -0.185 -0.22
N -4.52423 -0.09180 0.59314 0.079 0.108 0.013 -0.47
C -5.22131 0.26519 1.81260 -0.041 0.008 -0.003 -0.40
H -5.95464 -0.50476 2.04235 -0.062 0.010 0.087 0.20
H -4.54347 0.36965 2.67282 0.008 -0.007 0.018 0.17
H -5.74905 1.20660 1.66528 -0.036 0.016 0.061 0.20
C -3.57053 0.92576 0.17704 0.053 -0.093 -0.327 -0.25
H -2.57854 0.79956 0.63577 -0.050 0.033 0.035 0.19
C -3.46501 0.90123 -1.35620 0.274 0.105 0.257 0.09
O -4.75025 0.94483 -1.91876 -0.115 0.201 -0.209 -0.73
H -5.31963 0.44329 -1.31334 0.081 -0.026 0.081 0.49
C -2.66637 2.09847 -1.90170 -0.742 -0.395 -0.092 -0.22
N -1.29484 2.05957 -1.48495 0.147 -0.050 -0.082 -0.35
C -0.35233 1.24873 -2.02364 0.548 -0.083 0.112 0.05
C 0.84216 1.34255 -1.33793 -0.552 0.165 -0.081 -0.18
C 1.99907 0.58197 -1.68948 0.478 -0.281 0.043 -0.07
C 3.17426 0.48678 -1.04084 -0.632 0.218 -0.140 -0.36
C 4.24163 -0.35904 -1.57317 0.004 -0.215 -0.315 0.53
O 4.17074 -0.90599 -2.66348 0.089 0.107 0.180 -0.57
C 5.45444 -0.50831 -0.72314 0.340 -0.175 0.040 -0.17
C 6.68497 -0.69870 -1.34948 -0.127 0.016 -0.038 -0.15
C 7.83678 -0.85023 -0.60636 -0.048 0.004 0.041 -0.22
C 7.79184 -0.83826 0.78451 -0.079 0.015 0.023 0.00
C 6.56098 -0.67403 1.40710 0.121 -0.021 0.044 -0.24
C 5.40507 -0.50540 0.66761 -0.106 0.044 -0.218 -0.12
H 4.45907 -0.40343 1.17933 -0.087 0.053 0.030 0.21
H 6.50631 -0.67897 2.48694 0.009 -0.005 0.089 0.21
C 9.04617 -1.02178 1.58225 0.007 -0.033 -0.014 -0.63
H 9.40699 -2.04549 1.48131 0.073 -0.041 0.045 0.22
H 9.82968 -0.35739 1.22173 0.080 0.023 0.034 0.22
H 8.87259 -0.82131 2.63658 0.045 0.005 0.067 0.21
H 8.78602 -0.98572 -1.10520 0.097 0.002 -0.059 0.21
H 6.71511 -0.71872 -2.42885 -0.009 -0.013 -0.082 0.23
H 3.37440 1.03095 -0.13419 -0.040 0.067 0.101 0.20
H 1.89862 -0.01327 -2.59115 0.089 -0.072 -0.058 0.22
C 0.60964 2.29758 -0.28526 -0.410 0.054 -0.088 -0.02
C 1.39057 2.85375 0.72645 0.037 0.022 0.043 -0.19
C 0.82467 3.77592 1.57950 0.157 0.018 0.099 -0.23
C -0.50745 4.16795 1.44583 -0.100 0.019 -0.015 -0.21
C -1.30385 3.64635 0.44948 -0.147 0.030 -0.020 -0.24
C -0.74020 2.71278 -0.41110 0.529 0.147 0.355 0.13
H -2.33077 3.96191 0.34372 -0.105 0.033 0.003 0.21
H -0.91731 4.89496 2.13090 -0.049 0.058 0.040 0.21
H 1.42249 4.21055 2.36690 0.061 0.026 0.054 0.21
H 2.42669 2.58124 0.84334 0.088 -0.021 0.022 0.21
H -0.57788 0.64191 -2.88059 -0.063 -0.116 -0.170 0.22
H -3.13026 3.02609 -1.56247 0.039 -0.022 -0.064 0.21
H -2.72150 2.06838 -2.99349 0.034 0.099 0.100 0.22
H -2.95401 -0.02475 -1.67318 0.025 0.135 0.060 0.15
H -3.96470 1.90042 0.47409 0.031 0.031 -0.010 0.20
H -3.53472 -1.62062 1.67734 0.059 0.042 -0.047 0.17
H -3.10960 -1.48729 -0.03352 0.029 -0.001 0.035 0.20
H -5.78968 -2.49048 1.01741 -0.101 0.020 -0.001 0.19
H -5.36753 -2.28395 -0.68143 -0.056 0.044 -0.025 0.20
H -3.91079 -4.10445 1.28990 0.097 -0.006 0.001 0.19
H -3.50784 -3.91689 -0.41597 0.089 0.009 0.034 0.19
H -6.16092 -4.98549 0.66248 -0.116 -0.038 0.049 0.20
H -4.87455 -5.95484 -0.05671 -0.044 -0.135 -0.027 0.21
H -5.76062 -4.79207 -1.04414 -0.084 -0.024 -0.105 0.20
```
Positions in Å, forces in eV/Å.